# 1
The following is a DFT calculation (wB97M-V/def2-TZVPD) of a 6-piece molecular cluster, C31H45FN6O8 overall.

Each line ends with the Mulliken charge.
Atoms and positions in Å:
O1 -0.8384 -3.4025 2.1408  -0.49
C1 -1.3139 -2.5362 1.2202  0.15
F1 -0.7463 -2.6461 -0.1549  -0.21
C2 -2.4383 -1.3739 1.6430  0.17
C3 -1.6884 0.1201 1.6970  0.48
C4 -0.0260 0.2369 1.7245  -0.35
C5 0.6047 1.7497 1.7594  0.00
C6 -0.2180 3.1677 1.7438  0.04
C7 -1.8529 3.0454 1.7350  -0.53
C8 -2.5701 1.5348 1.7264  0.31
C9 -4.2369 1.5681 1.7401  -0.19
C10 -4.9765 1.8077 3.2156  -0.38
C11 -6.6347 1.9124 3.3897  -0.41
C12 -7.5101 1.7774 1.9992  -0.31
C13 -6.7891 1.5206 0.5488  -0.36
C14 -5.1386 1.4117 0.3407  -0.03
C15 0.8018 4.4513 1.7597  0.32
O2 0.4201 5.7293 1.6782  -0.57
N1 2.2109 3.8391 1.8315  -0.15
C16 2.1439 2.3129 1.7991  0.18
O3 3.3317 1.7047 1.8475  -0.59
H1 -2.8601 -1.6933 2.6892  0.40
H2 -3.2745 -1.4178 0.8027  0.22
H3 0.7044 -0.6773 1.7244  0.31
H4 -2.5186 4.0155 1.7272  0.34
H5 -4.3486 1.9327 4.2204  0.28
H6 -7.1393 2.1143 4.4515  0.28
H7 -8.6897 1.8768 2.0638  0.27
H8 -7.4700 1.4422 -0.4163  0.25
H9 -4.6135 1.2594 -0.6972  0.21
H10 2.6546 4.2565 0.9604  0.23
C17 2.5221 3.2434 -2.7877  -0.01
O4 2.1017 3.9525 -1.8818  -0.53
N2 2.7875 1.8943 -2.6892  0.21
C18 3.2844 1.1230 -3.8097  -0.93
C19 2.5626 1.2253 -1.4247  -0.72
H11 2.7271 3.6524 -3.7904  0.26
H12 2.5726 0.3228 -4.0320  0.33
H13 4.2515 0.6889 -3.5396  0.32
H14 3.4079 1.7501 -4.6969  0.30
H15 1.5101 1.3347 -1.1465  0.24
H16 3.1810 1.6991 -0.6565  0.18
H17 2.8157 0.1643 -1.4988  0.36
C20 -2.9231 -1.0238 -2.1435  0.06
O5 -3.2265 -0.4510 -1.1043  -0.51
N3 -3.1581 -0.5485 -3.4160  0.25
C21 -2.7678 -1.2875 -4.5988  -0.88
C22 -3.8165 0.7312 -3.5768  -0.98
H18 -2.4182 -2.0034 -2.1342  0.18
H19 -2.0714 -0.6788 -5.1828  0.39
H20 -3.6602 -1.4978 -5.1953  0.37
H21 -2.2835 -2.2311 -4.3328  0.13
H22 -3.2178 1.5037 -3.0848  0.31
H23 -4.7991 0.6886 -3.0973  0.29
H24 -3.9337 0.9748 -4.6361  0.39
C23 -0.0450 -3.7883 -5.8169  0.08
O6 0.0773 -2.6009 -5.5424  -0.57
N4 0.6320 -4.8232 -5.2079  0.14
C24 0.4315 -6.2056 -5.5902  -0.92
C25 1.5746 -4.5197 -4.1513  -0.87
H25 -0.7358 -4.1283 -6.6054  0.30
H26 0.0762 -6.7656 -4.7203  0.34
H27 1.3850 -6.6210 -5.9293  0.33
H28 -0.3032 -6.2899 -6.3956  0.29
H29 1.0489 -4.0021 -3.3432  0.23
H30 2.3514 -3.8582 -4.5465  0.29
H31 2.0312 -5.4355 -3.7664  0.37
C26 7.6857 5.6208 0.6584  0.12
O7 8.3881 6.4581 0.1053  -0.59
N5 6.5289 5.8855 1.3598  0.14
C27 5.7515 4.8371 1.9874  -0.76
C28 6.0751 7.2559 1.4737  -0.95
H32 7.9404 4.5488 0.6331  0.27
H33 4.7435 4.8410 1.5623  0.23
H34 5.6968 5.0320 3.0624  0.32
H35 6.2062 3.8563 1.8233  0.32
H36 5.9045 7.6588 0.4708  0.30
H37 6.8532 7.8489 1.9637  0.30
H38 5.1504 7.3095 2.0545  0.37
C29 -0.0236 -6.9903 6.1564  0.09
O8 0.3590 -7.9836 5.5504  -0.58
N6 -0.4482 -5.8143 5.5761  0.15
C30 -0.8870 -4.6809 6.3637  -0.86
C31 -0.4564 -5.7072 4.1319  -0.83
H39 -0.0568 -6.9657 7.2578  0.27
H40 -1.9223 -4.4461 6.1001  0.30
H41 -0.2472 -3.8231 6.1367  0.30
H42 -0.8296 -4.8980 7.4338  0.31
H43 -1.1075 -6.4847 3.7211  0.30
H44 0.5596 -5.8647 3.7576  0.28
H45 -0.8157 -4.7230 3.8197  0.33

Summary:
multiplicity: 1
HOMO: -8.91 eV
E_LUMO: -1.5 eV
E_tot: -60895.3468 eV
HOMO-LUMO gap: 7.4 eV
SMILES string: O=C(F)Cc1cc2c(cc1-c1ccccc1)C(=O)NC2=O.CN(C)C=O.CN(C)C=O.CN(C)C=O.CN(C)C=O.CN(C)C=O
max |F|: 9.924 eV/Å

# 2
The following is a DFT calculation (wB97M-V/def2-TZVPD) of C31H45IN6O6RbSSi as an isolated structure.

Each line ends with the Mulliken charge.
Atoms and positions in Å:
Rb1 1.8777 -0.4718 -0.7754  0.74
O1 3.1435 -3.0318 -4.1117  -0.88
C1 3.3524 -1.9399 -3.5140  0.16
N1 2.6787 -0.8172 -3.5522  -0.40
C2 1.5871 -0.8359 -4.5020  -0.96
C3 0.3252 -0.0981 -4.0835  0.65
C4 -0.8447 -0.3579 -4.8029  -0.63
C5 -1.9950 0.3423 -4.5017  -0.46
C6 -1.9616 1.2832 -3.4808  -0.56
C7 -0.7704 1.4642 -2.8064  -0.08
N2 0.3550 0.7985 -3.0980  -0.25
C8 4.6330 -1.8816 -2.6666  0.38
C9 5.6161 -2.8321 -2.9470  -0.49
C10 6.7912 -2.8139 -2.2164  -0.62
C11 6.9494 -1.8496 -1.2297  -0.65
C12 5.9231 -0.9387 -1.0347  0.19
N3 4.7858 -0.9440 -1.7285  0.13
H1 1.3044 -1.8550 -4.7877  0.39
H2 1.9185 -0.3487 -5.4324  0.22
H3 -0.8302 -1.1048 -5.5868  0.42
H4 -2.9132 0.1524 -5.0445  0.41
H5 -2.8403 1.8451 -3.1967  0.33
H6 -0.7066 2.1704 -1.9839  0.36
H7 5.4195 -3.5494 -3.7315  0.50
H8 7.5719 -3.5414 -2.4072  0.40
H9 7.8459 -1.7949 -0.6261  0.42
H10 6.0131 -0.1560 -0.2899  0.03
C13 -3.6416 -1.9331 1.0713  -1.61
C14 -2.3468 -1.5075 0.3823  1.98
C15 -1.3103 -2.6120 0.5324  -1.70
C16 -2.6043 -1.2290 -1.0952  -1.08
O2 -1.7824 -0.3340 0.9720  0.91
Si1 -2.5376 0.9792 1.6635  -0.21
S1 -1.2437 2.5352 1.8729  -0.83
O3 -3.8627 1.2272 0.6842  0.16
C17 -4.7154 2.3552 0.5524  1.60
C18 -5.0022 2.9863 1.9133  -1.58
C19 -6.0076 1.8276 -0.0606  -1.86
C20 -4.0643 3.3703 -0.3806  -1.16
O4 -3.2684 0.4718 3.0771  -0.24
C21 -2.6780 0.1704 4.3379  1.71
C22 -3.6481 -0.7712 5.0412  -1.75
C23 -1.3186 -0.5034 4.1708  -1.38
C24 -2.5315 1.4612 5.1392  -1.63
H11 -4.0020 -2.8619 0.6216  0.56
H12 -4.4111 -1.1685 0.9682  0.10
H13 -3.4719 -2.0982 2.1354  0.17
H14 -1.6477 -3.5254 0.0365  0.34
H15 -1.1366 -2.8328 1.5872  0.37
H16 -0.3551 -2.3231 0.0956  0.17
H17 -3.0653 -2.0953 -1.5776  0.52
H18 -1.6665 -1.0052 -1.6092  -0.05
H19 -3.2666 -0.3694 -1.1990  0.02
H20 -5.3210 2.2171 2.6181  0.27
H21 -5.7896 3.7395 1.8233  0.52
H22 -4.1020 3.4573 2.3116  0.27
H23 -6.4715 1.1016 0.6096  0.38
H24 -5.7925 1.3304 -1.0086  0.31
H25 -6.7138 2.6412 -0.2424  0.43
H26 -3.1034 3.6839 0.0285  0.24
H27 -4.7082 4.2452 -0.5064  0.43
H28 -3.8943 2.9167 -1.3599  0.01
H29 -3.7356 -1.7105 4.4918  0.36
H30 -4.6364 -0.3113 5.0910  0.33
H31 -3.3084 -0.9894 6.0566  0.40
H32 -1.4094 -1.3993 3.5550  0.14
H33 -0.9169 -0.7856 5.1476  0.58
H34 -0.6130 0.1708 3.6828  0.20
H35 -3.5146 1.9059 5.3108  0.33
H36 -1.9233 2.1746 4.5831  0.23
H37 -2.0616 1.2610 6.1062  0.45
I1 5.4731 0.6065 2.7048  0.03
C25 4.8201 2.1480 1.4312  0.06
C26 4.9868 3.4659 1.8390  -0.54
C27 4.5342 4.4535 0.9820  -0.30
C28 3.9401 4.0938 -0.2183  -0.77
C29 3.8231 2.7493 -0.5159  -0.11
N4 4.2676 1.7872 0.2976  0.11
H38 5.4421 3.7007 2.7897  0.38
H39 4.6410 5.4957 1.2541  0.37
H40 3.5634 4.8375 -0.9058  0.42
H41 3.3638 2.4145 -1.4398  0.40
O5 1.3909 0.6719 1.4534  -0.17
C30 1.1771 1.7037 1.0283  -0.10
N5 4.1884 -3.7696 0.1352  -0.41
C31 2.9637 -3.6975 -0.4766  0.30
N6 2.7951 -4.4706 -1.5875  -0.39
O6 2.0547 -3.0276 0.0072  -0.54
H42 4.9976 -4.0096 -0.4134  0.19
H43 4.3279 -3.0882 0.8618  0.27
H44 3.6078 -4.6398 -2.1615  0.32
H45 2.0140 -4.1825 -2.1582  0.28

Summary:
multiplicity: 1
HOMO: -4.50 eV
E_LUMO: 1.8 eV
E_tot: -81581.3751 eV
HOMO-LUMO gap: 6.3 eV
max |F|: 1.222 eV/Å
charge: -1

# 3
The following is a DFT calculation (wB97M-V/def2-TZVPD) of C31H45IrN4O3PS3 as an isolated structure.

Each line ends with the Mulliken charge.
Atoms and positions in Å:
Ir1 0.7180 0.5798 0.3124  2.39
C1 0.8014 -0.0012 3.6171  -1.00
N1 0.8178 1.2130 2.8030  0.54
C2 -0.1701 2.1462 3.3396  -0.93
C3 2.1451 1.8297 2.8549  -1.44
C4 3.1336 0.9759 2.1404  0.83
C5 4.3824 0.7294 2.6966  -0.76
C6 5.3320 -0.0130 2.0104  -0.87
C7 5.0303 -0.4715 0.7391  -1.14
C8 3.7740 -0.2305 0.1961  0.65
C9 2.7809 0.4513 0.8953  0.18
H1 1.0161 0.2330 4.6705  0.39
H2 1.5542 -0.7017 3.2559  0.15
H3 -0.1815 -0.4629 3.5568  0.20
H4 0.0083 2.3055 4.4143  0.30
H5 -1.1672 1.7337 3.2120  0.00
H6 -0.1175 3.0961 2.8401  0.35
H7 2.4526 1.9995 3.8984  0.37
H8 2.0775 2.8010 2.3623  0.25
H9 4.6148 1.1286 3.6774  0.43
H10 6.2982 -0.2135 2.4571  0.36
H11 5.7707 -1.0171 0.1662  0.45
H12 3.5871 -0.5526 -0.8205  0.51
O1 -0.2729 5.3517 -0.5000  -0.66
S1 -0.1754 4.5640 0.7100  0.96
O2 1.1522 4.5244 1.3029  -0.66
O3 -1.2481 4.7981 1.6653  -0.65
S2 -0.5612 2.6036 -0.0307  -0.37
C10 4.1975 1.1544 -4.1260  -0.63
C11 3.1532 0.4095 -4.6591  -0.75
C12 1.9845 0.2214 -3.9445  0.16
C13 1.8202 0.7798 -2.6621  -0.33
C14 2.8788 1.5392 -2.1449  -0.69
C15 4.0446 1.7198 -2.8668  -0.70
N2 0.6865 0.5304 -1.9106  0.40
C16 -0.5559 0.5504 -2.4976  -0.81
C17 -1.6156 -0.1952 -1.9487  1.11
C18 -2.8684 -0.2081 -2.5324  -0.81
C19 -3.1322 0.5526 -3.6621  -0.80
C20 -2.1128 1.3375 -4.1931  -0.73
C21 -0.8517 1.3362 -3.6328  -0.39
H13 5.1161 1.2866 -4.6838  0.38
H14 3.2498 -0.0296 -5.6457  0.36
H15 1.1811 -0.3695 -4.3671  0.43
H16 2.7523 1.9856 -1.1674  0.55
H17 4.8430 2.3174 -2.4435  0.45
H18 -1.4267 -0.7560 -1.0411  -0.23
H19 -3.6530 -0.8190 -2.0985  0.44
H20 -4.1152 0.5474 -4.1169  0.40
H21 -2.3091 1.9665 -5.0535  0.36
H22 -0.0777 1.9708 -4.0415  0.53
S3 -2.2274 -0.2341 2.0283  -0.40
C22 -3.6436 0.4251 1.3980  0.30
N3 -3.6563 1.2626 0.3747  0.53
C23 -4.8552 1.8489 -0.1940  -0.73
C24 -6.0291 0.9103 0.0306  -0.56
C25 -6.1054 0.5858 1.5150  -0.72
N4 -4.8319 0.0202 1.9199  -0.18
H23 -2.7555 1.6593 0.1022  -0.68
H24 -4.6730 1.9990 -1.2588  0.34
H25 -5.0540 2.8252 0.2618  0.43
H26 -5.8595 -0.0140 -0.5265  0.22
H27 -6.9580 1.3620 -0.3165  0.39
H28 -6.8876 -0.1494 1.7122  0.41
H29 -6.3354 1.4955 2.0835  0.28
H30 -4.7662 -0.5066 2.7725  0.25
C26 1.7645 -3.8826 -1.7272  -1.67
C27 1.6022 -2.4311 -1.2801  -0.11
P1 0.4946 -2.0342 0.1521  0.68
C28 -0.8463 -3.2691 -0.2727  -1.01
C29 -2.1883 -3.1656 0.4441  -0.93
C30 1.4010 -2.9324 1.4981  -0.34
C31 0.5083 -3.3073 2.6822  -1.56
H31 2.5609 -3.9371 -2.4708  0.46
H32 0.8571 -4.2697 -2.1896  0.34
H33 2.0358 -4.5433 -0.9019  0.30
H34 1.2388 -1.8258 -2.1130  -0.06
H35 2.5755 -2.0291 -0.9998  0.13
H36 -0.4166 -4.2603 -0.1133  0.59
H37 -1.0188 -3.1344 -1.3434  0.48
H38 -2.0949 -3.3618 1.5101  0.27
H39 -2.8929 -3.8864 0.0212  0.40
H40 -2.6110 -2.1709 0.3387  -0.15
H41 2.1880 -2.2448 1.8196  0.17
H42 1.8842 -3.8242 1.0936  0.57
H43 -0.1492 -2.4778 2.9445  0.29
H44 1.1117 -3.5570 3.5561  0.38
H45 -0.1095 -4.1739 2.4456  0.38

Summary:
multiplicity: 1
HOMO: -4.17 eV
E_LUMO: 2.0 eV
E_tot: -89616.1230 eV
energy above the lowest of the compared OMol25 structures with the same formula, charge and spin: 2.3043 eV
HOMO-LUMO gap: 6.2 eV
max |F|: 2.000 eV/Å
charge: -1

# 4
The following is a DFT calculation (wB97M-V/def2-TZVPD) of C31H45O8PPtS3 as an isolated structure.

Each line ends with the Mulliken charge.
Atoms and positions in Å:
Pt1 0.1896 -1.0392 0.3341  4.28
O1 3.4769 -3.0301 1.2747  -0.57
S1 2.6946 -2.3369 0.3296  1.33
O2 3.0366 -2.3537 -1.0569  -0.71
O3 2.2168 -0.9469 0.7685  -0.64
C1 0.8277 -3.0423 0.3884  -0.38
C2 0.7644 -3.9466 -0.7270  0.12
C3 0.5661 -5.2883 -0.5341  -1.01
C4 0.3605 -5.7766 0.7615  -0.63
C5 0.3088 -4.9281 1.8750  -0.61
C6 0.5358 -3.5972 1.6841  0.30
S2 0.4669 -2.4601 3.0577  1.61
O4 -0.5239 -2.9168 3.9680  -0.67
O5 1.7949 -2.1850 3.4675  -0.58
O6 -0.1381 -1.2309 2.2754  -0.92
H1 0.9942 -3.5672 -1.7150  0.61
H2 0.5908 -5.9712 -1.3719  0.55
H3 0.2235 -6.8414 0.9088  0.49
H4 0.0886 -5.3137 2.8623  0.62
O7 -0.1336 1.0082 0.4078  -2.23
P1 0.7949 2.0623 -0.2770  0.98
C7 2.0820 2.8365 0.7608  0.01
C8 3.0101 1.8909 1.5468  -1.72
C9 2.3732 1.3580 2.8287  0.64
C10 1.8956 2.4906 3.7309  -1.42
C11 0.9477 3.4142 2.9729  -0.05
C12 1.6164 3.9552 1.7115  -1.64
C13 1.7924 1.0567 -1.4564  -0.43
C14 1.1226 -0.1646 -2.0821  0.14
C15 0.4023 0.0376 -3.3997  -1.01
C16 1.4379 0.5966 -4.3939  -1.09
C17 2.0540 1.9010 -3.9054  -0.61
C18 2.6835 1.7431 -2.5273  -1.16
C19 -0.2005 3.4529 -0.9194  0.98
C20 -1.1795 3.9809 0.1888  -0.53
C21 -2.6371 4.0077 -0.2676  -1.62
C22 -3.0379 2.6558 -0.8387  -0.32
C23 -2.1549 2.2925 -2.0510  0.48
C24 -0.9718 3.2371 -2.2245  -1.57
H5 2.6784 3.3099 -0.0357  0.75
H6 3.8868 2.4906 1.8083  0.75
H7 3.3889 1.0735 0.9350  0.25
H8 3.0988 0.7315 3.3498  0.56
H9 1.5240 0.7137 2.5899  -0.42
H10 2.7543 3.0646 4.0919  0.39
H11 1.3988 2.0803 4.6106  0.48
H12 0.6387 4.2504 3.6014  0.43
H13 0.0391 2.8562 2.7200  0.04
H14 2.5275 4.4845 2.0061  0.65
H15 1.0010 4.6919 1.2035  0.31
H16 2.5000 0.6578 -0.7282  0.08
H17 0.2449 -0.6822 -1.3970  -1.15
H18 1.8521 -0.9675 -2.1607  1.39
H19 -0.4396 0.7199 -3.3065  0.11
H20 0.0283 -0.9190 -3.7695  0.69
H21 0.9503 0.7358 -5.3590  0.51
H22 2.2223 -0.1514 -4.5430  0.41
H23 1.3100 2.6971 -3.9059  0.17
H24 2.8265 2.2217 -4.6051  0.52
H25 3.0419 2.7013 -2.1483  0.43
H26 3.5710 1.1120 -2.6261  0.56
H27 0.5755 4.2046 -1.1077  1.14
H28 -0.8757 4.9816 0.4883  0.39
H29 -1.1265 3.3550 1.0811  -0.16
H30 -2.8014 4.7980 -1.0022  0.42
H31 -3.2612 4.2571 0.5906  0.60
H32 -4.0917 2.6544 -1.1172  0.54
H33 -2.9210 1.9172 -0.0387  0.02
H34 -2.7395 2.2760 -2.9726  0.68
H35 -1.7425 1.2872 -1.9298  -1.12
H36 -1.3175 4.2211 -2.5442  0.56
H37 -0.3271 2.8837 -3.0250  -0.01
C25 -2.9160 -0.9598 -1.1460  -0.87
S3 -2.1251 -1.1687 0.4269  1.55
O8 -2.6141 -0.2034 1.3759  -0.68
C26 -2.5704 -2.8093 0.8868  -0.30
C27 -3.0197 -2.9854 2.1880  -0.39
C28 -3.4529 -4.2497 2.5627  -0.85
C29 -3.4437 -5.2897 1.6450  -0.58
C30 -2.9924 -5.0888 0.3419  -0.87
C31 -2.5434 -3.8409 -0.0488  -0.32
H38 -3.9176 -1.3771 -1.0464  0.60
H39 -2.3630 -1.4702 -1.9332  0.38
H40 -2.9686 0.1099 -1.3183  0.02
H41 -3.0292 -2.1568 2.8824  0.49
H42 -3.8082 -4.4132 3.5707  0.48
H43 -3.8051 -6.2663 1.9394  0.47
H44 -3.0109 -5.9025 -0.3712  0.50
H45 -2.2070 -3.6775 -1.0655  0.40

Summary:
multiplicity: 1
HOMO: -15.41 eV
E_LUMO: -8.7 eV
E_tot: -94280.9667 eV
energy above the lowest of the compared OMol25 structures with the same formula, charge and spin: 0.0000 eV
HOMO-LUMO gap: 6.7 eV
max |F|: 0.839 eV/Å
charge: +2